106
Properties=species:S:1:pos:R:3 method="wB97M-V/def2-TZVPD" lumo_ev=-3.153 total_charge=+1
H 8.07254 -2.15329 1.44821
H 0.69342 -3.52651 -6.14813
H -4.41891 3.14153 7.49111
O 2.60629 -3.18471 -1.39721
H 3.01441 -0.64349 1.84523
H -2.73746 0.13599 0.99109
H -0.92001 1.12514 4.73464
H 3.41012 -3.48243 -3.97905
C 6.34372 -3.26771 3.07026
O 0.58015 3.47125 -4.37099
O 1.69175 -1.07289 3.93730
C -0.35293 -6.06430 -10.33946
H -7.91436 4.33081 3.77226
C -0.52098 0.06112 -0.43511
H 0.37433 3.66085 -0.99810
O 1.29457 -2.87433 -5.76817
H 6.10063 -2.37883 3.65502
C -8.01214 3.30300 3.42206
C -1.88387 0.38944 1.59765
H 1.33853 0.81735 1.13080
H -0.99383 3.21551 -3.04809
H -2.99149 0.71840 6.28717
C 0.41564 0.78094 1.69019
H 0.33964 0.63710 -0.76792
H 0.90917 -5.60638 -8.11840
H -3.33223 5.54636 4.91205
H -2.59496 -0.08572 -1.13204
H 0.85191 -1.53388 -0.92313
H -0.25490 4.81388 -3.13459
H -7.26418 3.71561 1.44219
C -0.61561 -5.08247 -9.21527
C -3.37259 1.73998 6.23922
O 7.17325 -1.89206 1.22745
C -0.14686 -1.44625 -0.49941
C 0.38404 1.01870 3.04311
H 5.30035 -2.62139 1.29606
H -0.32709 5.80157 4.37665
N -0.69248 0.45187 0.99460
H 2.96456 -1.86007 -6.28924
C 2.57191 0.05043 3.83918
C 6.29756 -2.95444 1.58552
H -0.05968 -1.80821 0.52723
H -2.94601 0.60127 3.43827
H 1.12671 -1.13777 -7.83232
H 4.69296 -2.26519 -3.89548
C -0.85460 0.93959 3.67091
C 3.85710 -2.80642 -1.97910
H -2.54715 2.41818 6.01437
H 2.20392 -1.84758 4.18946
H 2.32661 -4.00795 -1.80966
C 1.69519 -2.04773 -8.02516
H -3.30660 2.08467 8.36464
H -4.63061 2.66842 5.08419
H 3.15982 0.10626 4.75703
H -0.81922 -5.72939 -11.26628
H 2.99246 -1.80449 -3.67873
C -2.31223 5.14858 4.90265
O -0.03666 -5.49744 -7.97551
H -1.61426 6.53920 3.40507
H 6.52954 -3.85133 1.00168
H 1.00886 -2.77862 -8.45658
H -7.16860 2.01670 1.90993
H 4.15746 -1.89265 -1.46645
C -1.13232 -2.34781 -1.22985
H 1.45153 1.65727 4.77134
H 4.38594 -0.69488 2.93032
H -1.89488 1.56075 -1.13102
H -9.04528 3.13699 3.11623
H -2.30360 4.27822 4.24378
H 1.79944 3.94877 -2.01794
H 7.34264 -3.59379 3.36602
O -5.69677 3.28917 2.63365
C 3.73666 -2.57376 -3.47050
H -1.28251 -2.05001 -2.26490
O -1.96667 4.64986 6.19650
H -1.98334 5.38851 6.81353
C -4.02625 2.12425 7.54713
C 0.85775 3.40584 -1.94432
H -2.09755 -2.36318 -0.72153
H 0.71953 -6.16964 -10.51953
H 2.46184 -1.82793 -8.76933
H 0.77365 2.53034 -4.42177
H -1.34139 7.06989 5.06599
C -1.69405 0.50094 -1.28600
H 3.86553 0.86509 2.28599
H -0.75375 -3.36769 -1.21593
H 2.87984 -3.49442 -6.94873
H -0.23822 -4.08973 -9.48082
C 3.51809 -0.10110 2.64659
H -4.85361 1.45184 7.77492
C -7.05785 3.04353 2.27346
H 2.20145 2.08226 3.22852
H -7.79775 2.63552 4.26056
C 2.29592 -2.58981 -6.74425
C -1.99145 0.64305 2.93854
H 5.64079 -4.06187 3.32679
C 1.67095 1.29834 3.76887
C -0.03758 3.74739 -3.12360
C -1.34156 6.20096 4.40511
H -1.68400 -4.99018 -9.02775
H 4.60841 -3.57232 -1.76329
O -4.29425 1.76636 5.13592
H -0.74902 -7.04704 -10.08435
H -1.39545 0.38398 -2.32684
H -5.48205 2.69473 3.35831
H 1.09461 2.33750 -1.94065